Molecular formula: C2H6N2OS
Method: DFT, wB97M-V/def2-TZVPD

Structure (ORCA input):
```
! wB97M-V def2-TZVPD RIJCOSX def2/J DEFGRID3
* xyz 0 1
S -1.95473 -1.12299 -0.48229
N 1.14902 0.98568 -0.21181
H 1.35235 1.31414 0.72046
H -3.35909 0.25890 0.69487
N 1.14846 -0.36542 -0.45535
C 1.95512 -1.12777 0.21382
H -0.89621 -0.51108 -0.85787
O -1.76795 1.47576 0.00616
C -2.44044 0.43186 0.11304
H 1.82486 -2.18358 -0.01404
H 0.35897 1.45465 -0.61662
H 2.62962 -0.61014 0.88962
*
```

Calculated values
Kohn-Sham gap   9.70 eV
E_HOMO   -8.90 eV
Total energy   -18032.0091 eV
SMILES   C=NN.O=CS